Density functional theory data (wB97M-V/def2-TZVPD) for the molecule C7H8O4.

The geometry in XYZ format:
```
19
C7H8O4 (wB97M-V/def2-TZVPD)
C 1.395 -0.267 2.247
O 1.709 0.546 1.101
C 0.675 0.323 0.258
C 0.597 -0.814 -0.674
O 1.474 -1.850 -0.499
C -0.369 -0.858 -1.584
C -1.303 0.239 -1.581
O -2.368 0.346 -2.444
C -1.350 1.158 -0.569
C -0.482 1.084 0.456
O -0.604 1.879 1.495
H 0.330 -0.253 2.507
H 2.085 0.113 2.972
H 1.615 -1.325 2.032
H 1.219 -2.360 -1.380
H -0.476 -1.491 -2.427
H -2.202 -0.155 -3.257
H -2.147 1.926 -0.636
H 0.203 1.758 1.983
```

LUMO energy: 0.595 eV
SMILES string: COc1c(O)cc(O)cc1O
gap between HOMO and LUMO: 8.5 eV
relative energy (zero: lowest compared OMol25 entry of this formula, charge and spin): 2.041 eV
HOMO level: -7.92 eV

Taken from the Mulliken analysis, the atomic charges in e are:
1 C -0.91
2 O -0.51
3 C 0.63
4 C 0.40
5 O -0.55
6 C -0.57
7 C 0.32
8 O -0.51
9 C -0.51
10 C 0.18
11 O -0.60
12 H 0.45
13 H 0.26
14 H 0.28
15 H 0.31
16 H 0.27
17 H 0.29
18 H 0.36
19 H 0.41